The following is a DFT calculation (ωB97M-V/def2-TZVPD) of a 2-piece molecular cluster, C6H15NO2 overall.

Summary:
DFT total energy, eV: -12050.0276
Energy relative to the best compared isomer or geometry (same formula, charge and spin), eV: 1.384
E_LUMO, eV: 0.656
E_HOMO, eV: -9.302
Gap between HOMO and LUMO, eV: 9.96
SMILES: CCC(=O)N(C)CC.O

Positions of all 24 atoms, in Å:
O: 1.56687 -0.00583 -2.51251
C: 1.52372 -0.93689 -1.70030
N: 2.55299 -1.76160 -1.46555
C: 2.69953 -2.56204 -0.26234
C: 0.00000 0.00000 0.00000
C: 3.75722 -2.08292 -3.72252
C: 0.17138 -1.10642 -0.94219
C: 3.86918 -1.52065 -2.22744
H: 3.73670 -2.88810 -0.07644
H: 2.04769 -3.45176 -0.27352
H: 2.38365 -1.90487 0.56529
H: -0.15369 0.98373 -0.47463
H: 0.90932 0.04792 0.62244
H: -0.86261 -0.21406 0.65322
H: 4.78976 -2.14073 -4.10609
H: 3.19514 -1.35663 -4.33339
H: 3.28543 -3.07396 -3.83147
H: 0.18894 -1.99553 -0.28293
H: -0.67116 -1.22865 -1.64974
H: 4.01496 -0.42348 -2.20699
H: 4.72083 -1.98335 -1.69259
O: 6.93973 -4.13103 -2.98344
H: 7.24543 -3.22740 -2.74207
H: 6.18219 -3.98190 -3.59347

Results of the Mulliken charge analysis, in e, for atoms 1 through 2:
1. O -0.6465
2. C 0.4579

The following is a DFT calculation (ωB97M-V/def2-TZVPD) of C50H41N11O7SSr as an isolated structure.

Summary:
DFT total energy, eV: -94919.4922
Energy relative to the best compared isomer or geometry (same formula, charge and spin), eV: 0.648
E_LUMO (alpha / beta), eV: 3.419 / 3.396
E_HOMO (alpha / beta), eV: -1.535 / -1.510
Gap between HOMO and LUMO (alpha / beta), eV: 4.95 / 4.91
Total charge: -2

Positions of all 111 atoms, in Å:
Sr: 0.97359 -0.57162 -0.06554
C: 5.35274 0.66941 5.18260
C: 4.34290 0.10709 5.97815
C: 3.24205 -0.51242 5.40246
C: 3.16476 -0.54514 4.01663
C: 2.18206 -1.11932 3.07930
N: 1.19098 -1.91621 3.47520
C: 0.44510 -2.65296 2.63407
C: -0.40713 -3.75601 3.10616
C: -0.72291 -4.23006 4.37500
C: -1.52975 -5.35577 4.46801
C: -1.99980 -6.00427 3.31207
C: -1.67473 -5.53238 2.04809
C: -0.88359 -4.39303 1.96018
C: -0.31541 -3.65667 0.82356
N: -0.53940 -4.01629 -0.44694
C: 0.10040 -3.49219 -1.49751
N: 1.15760 -2.64935 -1.48420
C: 1.53092 -2.39118 -2.75276
N: 2.59555 -1.68433 -3.16657
C: 3.41048 -1.05590 -2.31790
N: 3.24235 -0.89434 -0.98711
C: 4.32189 -0.26778 -0.47474
N: 4.58317 0.03870 0.79919
C: 3.77432 -0.23994 1.82700
N: 2.56655 -0.84958 1.80531
C: 4.17040 0.00593 3.22742
C: 5.27953 0.61737 3.79625
C: 5.28482 0.01428 -1.56085
C: 6.53321 0.61993 -1.57856
C: 7.18802 0.72672 -2.80133
C: 6.60146 0.23414 -3.97596
C: 5.35154 -0.37486 -3.94903
C: 4.70310 -0.47356 -2.72677
C: 0.62901 -3.08890 -3.68520
C: 0.53349 -3.10847 -5.07047
C: -0.47784 -3.87199 -5.64224
C: -1.37075 -4.60120 -4.83976
C: -1.27272 -4.57237 -3.45397
C: -0.26478 -3.80338 -2.88861
N: 0.41703 -2.60943 1.28238
H: 6.19746 1.15390 5.66009
H: 4.42434 0.16285 7.05786
H: 2.45954 -0.95668 6.00904
H: -0.34594 -3.72355 5.25831
H: -1.80117 -5.74590 5.44421
H: -2.61604 -6.89100 3.41327
H: -2.02731 -6.02633 1.14911
H: 6.05191 1.04347 3.16401
H: 6.96959 1.00117 -0.66132
H: 8.16356 1.19990 -2.85145
H: 7.12932 0.33745 -4.91794
H: 4.88545 -0.75536 -4.85261
H: 1.22762 -2.53503 -5.67636
H: -0.58695 -3.89988 -6.72199
H: -2.15085 -5.18899 -5.31099
H: -1.96599 -5.12330 -2.82492
C: 3.60380 4.15193 -0.00468
C: 2.27178 3.50340 0.32286
C: 1.19709 4.54885 0.58405
O: 2.44518 2.69209 1.48527
C: 1.81947 2.64004 -0.88189
O: 1.65472 3.18498 -1.97501
O: 1.64149 1.38783 -0.62388
H: 3.90161 4.82008 0.81117
H: 3.52286 4.71765 -0.93441
H: 4.37053 3.38008 -0.12102
H: 1.51881 5.21593 1.39185
H: 0.27143 4.05072 0.88550
H: 0.99852 5.13062 -0.32038
H: 2.07988 1.83147 1.22257
C: -2.36675 2.30315 -3.49814
N: -2.00647 1.02821 -2.89882
C: -2.83753 -0.04110 -2.63020
C: -2.07234 -0.93944 -1.94668
N: -0.78843 -0.43310 -1.77614
C: -0.80124 0.75383 -2.35899
H: -3.44839 2.40694 -3.49172
H: -2.00932 2.37660 -4.52406
H: -1.93583 3.10603 -2.90605
H: -3.86713 -0.05969 -2.95408
H: -2.35566 -1.90823 -1.55745
H: 0.03456 1.45416 -2.39803
C: -6.79409 -1.02342 -0.47388
C: -6.27830 0.36124 -0.16301
C: -6.95687 1.20301 0.71145
C: -6.46935 2.47254 1.01093
C: -5.29311 2.89998 0.41850
C: -4.59471 2.07396 -0.46627
C: -5.09153 0.81380 -0.74442
S: -4.67169 4.51941 0.76633
O: -4.69815 5.24082 -0.47531
O: -5.39454 4.99534 1.91602
N: -3.13379 4.31422 1.15181
C: -2.75327 3.58913 2.40756
C: -2.51159 2.10001 2.17577
C: -1.63405 1.76839 0.97321
O: -1.86105 2.42249 -0.09289
O: -0.84036 0.80997 1.12093
H: -7.65553 -1.27306 0.14699
H: -6.02156 -1.77572 -0.30242
H: -7.09826 -1.10252 -1.52088
H: -7.87379 0.85669 1.17951
H: -6.98227 3.12929 1.70425
H: -3.63873 2.39340 -0.88281
H: -4.53325 0.15686 -1.40692
H: -2.58845 3.89783 0.37011
H: -3.52132 3.73953 3.16312
H: -1.84668 4.06298 2.77655
H: -3.46643 1.60291 1.99994
H: -2.06469 1.65252 3.06273

Results of the Mulliken charge analysis, in e, for atoms 1 through 2:
1. Sr 2.7244
2. C -0.6114

The following is a DFT calculation (ωB97M-V/def2-TZVPD) of a 2-piece molecular cluster, C30H39Si overall.

Summary:
DFT total energy, eV: -39611.5068
E_LUMO, eV: -4.564
E_HOMO, eV: -9.832
Gap between HOMO and LUMO, eV: 5.27
Total charge: +1

Positions of all 70 atoms, in Å:
C: -2.14123 -5.27748 0.02924
C: -1.95830 -3.85245 0.56882
C: -0.49001 -3.54161 0.88995
Si: -0.17709 -2.26991 2.24597
C: -1.49193 -1.90320 3.53725
C: -1.15567 -3.12814 4.43949
C: -2.00609 -3.18911 5.68857
C: 1.45794 -1.42790 2.49175
C: 2.43532 -1.78112 1.35358
C: 3.88593 -1.90043 1.86737
H: -0.47057 1.80465 0.22188
H: -3.20196 -5.45811 -0.18950
H: -1.57911 -5.42785 -0.90582
H: -1.82048 -6.03394 0.75936
H: -2.32901 -3.14221 -0.17201
H: -2.56569 -3.69614 1.46880
H: 0.02164 -4.43239 1.29267
H: 0.08517 -3.29551 -0.02014
H: -1.29383 -0.93005 4.04298
H: -2.54066 -1.88984 3.16520
H: -1.26626 -4.05265 3.83949
H: -0.09123 -3.03319 4.72367
H: -1.68006 -4.05788 6.24946
H: -1.85681 -2.30014 6.30621
H: -3.06195 -3.31070 5.44690
H: 1.38552 -0.32773 2.57757
H: 1.84553 -1.78366 3.45836
H: 2.14110 -2.72637 0.86413
H: 2.39745 -1.00746 0.57280
H: 4.57809 -2.03325 1.01588
H: 4.17172 -0.97594 2.40147
H: 3.98035 -2.76061 2.55315
C: 3.76495 4.34925 -4.55079
C: 2.76425 5.01462 -3.83958
C: 1.79750 4.26222 -3.16488
C: 1.98474 2.86461 -2.95413
C: 1.02921 2.05340 -2.17485
C: 0.37815 2.79903 -1.21208
C: -0.85730 2.36091 -0.59231
C: -1.84467 3.21997 0.13790
C: -3.04058 2.68467 0.62825
C: -4.04101 3.57470 1.02594
C: -3.85414 4.95701 0.90825
C: -2.60098 5.45719 0.54958
C: -1.56259 4.57184 0.23588
C: 0.80629 0.58596 -2.43434
C: 0.22397 -0.29730 -1.48200
C: -0.32317 -1.52010 -1.88545
C: 0.17927 -2.12296 -3.07755
C: 0.80557 -1.30645 -4.01752
C: 1.03418 0.04971 -3.73031
C: 3.06179 2.24566 -3.59901
C: 3.85421 2.96342 -4.48647
H: 4.44435 4.94423 -5.15512
H: 2.70134 6.09563 -3.80223
H: 0.87929 4.73746 -2.77987
H: 0.83790 3.67675 -0.73188
H: -1.37477 1.69292 -1.29472
H: -3.16134 1.59950 0.70593
H: -4.98155 3.18990 1.39806
H: -4.67887 5.65417 1.04711
H: -2.40355 6.51912 0.47523
H: -0.56317 4.93682 -0.00684
H: 0.24610 -0.08569 -0.40549
H: -1.12363 -1.95832 -1.23222
H: 0.00821 -3.18602 -3.30821
H: 1.13965 -1.75486 -4.97152
H: 1.41283 0.68106 -4.53770
H: 3.27221 1.20751 -3.36691
H: 4.57761 2.42476 -5.10263

Results of the Mulliken charge analysis, in e, for atoms 1 through 2:
1. C -1.4108
2. C -0.2503

The following is a DFT calculation (ωB97M-V/def2-TZVPD) of a 9-piece molecular cluster, C9H35NO9 overall.

Summary:
DFT total energy, eV: -29817.2929
Energy relative to the best compared isomer or geometry (same formula, charge and spin), eV: 0.580
E_LUMO, eV: -0.232
E_HOMO, eV: -8.488
Gap between HOMO and LUMO, eV: 8.26
SMILES: CC1(C)CCCC(C)(C)N1O.O.O.O.O.O.O.O.O

Positions of all 54 atoms, in Å:
C: -1.98961 -0.79457 -2.16135
C: -0.91771 0.27048 -1.82458
C: -0.23438 0.80542 -3.08041
C: -1.13276 1.67339 -3.94484
C: -1.60168 2.88891 -3.13939
C: -2.25955 2.50661 -1.79915
N: -1.50816 1.43451 -1.16504
O: -1.74353 1.20316 0.20097
C: -2.25579 3.73211 -0.90603
C: -3.72284 2.11497 -2.09930
C: 0.08016 -0.38654 -0.88938
H: -2.76659 -0.82852 -1.39038
H: -1.63101 -1.82101 -2.26421
H: -2.51696 -0.59413 -3.09821
H: 0.58734 1.40365 -2.67057
H: 0.23110 0.03961 -3.70629
H: -2.09058 1.18249 -4.14710
H: -0.61731 1.93146 -4.86620
H: -2.30317 3.44037 -3.77481
H: -0.78348 3.61160 -3.03739
H: -2.83567 3.64639 0.01435
H: -1.22100 3.96096 -0.64220
H: -2.67728 4.59696 -1.42231
H: -4.26635 3.00899 -2.40349
H: -3.75800 1.35700 -2.88139
H: -4.23054 1.71032 -1.21907
H: -0.31367 -0.71592 0.06928
H: 0.91053 0.25264 -0.56507
H: 0.61355 -1.16142 -1.44945
H: -2.64493 0.83416 0.23101
O: 4.86094 -0.42081 1.50150
H: 4.43852 -1.11330 2.02121
H: 5.09486 -0.84989 0.67251
O: -0.14778 -2.40801 3.50029
H: -0.47997 -3.05065 4.14133
H: -0.33122 -2.80269 2.63504
O: 4.38087 -3.37825 2.31673
H: 4.88125 -3.73576 1.57444
H: 3.46565 -3.63074 2.14817
O: 1.87479 -4.15433 4.23842
H: 2.73867 -3.84018 4.53257
H: 1.52384 -3.43639 3.67222
O: 3.15964 0.38396 4.34946
H: 2.52193 0.18697 3.64464
H: 3.78315 -0.34705 4.32563
O: 0.14827 1.42567 2.54549
H: -0.49556 1.31288 1.83101
H: -0.37554 1.64586 3.32309
O: 1.95226 -0.61550 1.68614
H: 1.10609 -0.31259 2.05391
H: 1.80010 -1.54164 1.44961
O: 1.13550 -3.32232 0.93500
H: 1.40077 -4.25145 0.92735
H: 1.16287 -3.04781 0.00624

Results of the Mulliken charge analysis, in e, for atoms 1 through 2:
1. C -1.7185
2. C 1.7627